Record 1
Entry from OMol25: a 4-piece molecular cluster, C18H34N4O5 overall (ωB97M-V/def2-TZVPD).

Structure (XYZ):
```
61
C18H34N4O5 | OMol25 | ωB97M-V/def2-TZVPD
C 0.6954 3.3296 1.0993
C -0.1976 2.9941 -0.0790
O 0.5491 2.0944 -0.8831
C -1.5337 2.3733 0.3701
O -1.3466 0.9713 0.3852
O -2.3830 0.4300 1.2378
C -1.8166 -0.7866 1.6161
O -1.8789 -1.7429 0.9165
O -1.2615 -0.7314 2.8314
C 0.1528 -0.3868 2.8119
C 0.7861 -0.7960 4.1244
N 2.2496 -0.8024 4.0308
H 0.8042 2.4374 1.7178
H 1.6876 3.5920 0.7312
H 0.2846 4.1406 1.6987
H -0.4421 3.8986 -0.6478
H -0.0345 1.6093 -1.4749
H -1.8115 2.7243 1.3652
H -2.3437 2.6367 -0.3188
H 0.6252 -0.9126 1.9779
H 0.2443 0.6906 2.6685
H 0.4379 -1.7844 4.4279
H 0.5136 -0.0849 4.9037
H 2.6280 0.1002 4.2847
H 2.5679 -1.0058 3.0911
C 4.3480 1.7281 1.9182
C 4.3788 3.0846 2.6100
C 3.9880 3.0106 4.0919
C 2.6334 2.4814 4.2578
N 1.5812 2.0306 4.3405
H 3.3409 1.3063 1.9228
H 4.6590 1.8174 0.8780
H 5.0187 1.0200 2.4104
H 3.7045 3.7738 2.0987
H 5.3800 3.5136 2.5466
H 4.0298 3.9975 4.5541
H 4.6724 2.3595 4.6393
C -2.8534 -4.3412 -0.9558
C -4.2136 -4.6543 -1.5632
C -4.1159 -5.5316 -2.8167
C -3.3401 -4.8761 -3.8725
N -2.7220 -4.3438 -4.6799
H -2.2301 -3.7818 -1.6549
H -2.9562 -3.7374 -0.0577
H -2.3237 -5.2587 -0.6897
H -4.7274 -3.7258 -1.8201
H -4.8388 -5.1714 -0.8330
H -5.1061 -5.7550 -3.2162
H -3.6318 -6.4814 -2.5812
C -0.9271 -0.4910 -3.3923
C -1.0350 0.6108 -4.4386
C 0.0708 0.5395 -5.4981
C 1.3991 0.6753 -4.8959
N 2.4147 0.7924 -4.3746
H 0.0114 -0.4219 -2.8374
H -1.7461 -0.4267 -2.6748
H -0.9700 -1.4779 -3.8559
H -0.9984 1.5912 -3.9566
H -1.9978 0.5443 -4.9474
H -0.0498 1.3323 -6.2371
H 0.0313 -0.4147 -6.0268
```

Properties
Molecular weight = 386.5 g mol⁻¹
Maximum force = 0.491 eV/A
E = -1301.3353 Ha
Structure (SMILES) = C[C@@H](O)COOC(=O)OCCN.CCCC#N.CCCC#N.CCCC#N
2S+1 = 1
E_HOMO = -9.2 eV
LUMO level = 0.66 eV

=====

Record 2
Entry from OMol25: a 2-piece molecular cluster, C5H10N2O5 overall at a distorted geometry (ωB97M-V/def2-TZVPD).

Structure (XYZ):
```
22
C5H10N2O5 | OMol25 | ωB97M-V/def2-TZVPD
C 0.6420 1.5055 1.1167
C 0.3755 -1.1247 1.0124
C -0.9086 -1.2008 -2.3579
C 0.0256 0.2617 0.3511
C 0.5283 0.3961 -1.1011
N -0.0539 1.2843 -1.8983
N 1.8690 -0.0134 -1.4513
O 0.5025 1.7635 -2.8577
O 2.1159 -0.4374 -2.5719
O -1.3135 1.8396 -1.5943
O 2.6822 -0.0378 -0.5274
O -1.9443 -0.7342 -1.9947
H -0.1848 1.7819 1.8364
H 1.7058 1.3385 1.5430
H 0.6273 2.2926 0.4194
H 0.1166 -0.8970 2.1311
H 1.4577 -1.2852 0.7884
H -0.2352 -1.9387 0.5174
H -0.5253 -1.9348 -1.7167
H -0.4571 -0.8636 -3.2311
H -0.9915 0.1969 0.4693
H -1.8063 1.0188 -1.4435
```

Properties
Molecular weight = 178.1 g mol⁻¹
Maximum force = 4.196 eV/A
E = -681.9223 Ha
Energy relative to the best compared isomer or geometry (same formula, charge and spin) = 773.0 kJ/mol
2S+1 = 1
E_HOMO (alpha / beta) = -9.8 / -9.8 eV
LUMO level (alpha / beta) = -1.02 / -1.02 eV

=====

Record 3
Entry from OMol25: C3HCuO4 as an isolated structure at a distorted geometry (ωB97M-V/def2-TZVPD).

Structure (XYZ):
```
9
C3HCuO4 | OMol25 | ωB97M-V/def2-TZVPD
O 2.0971 0.0332 0.5793
C 0.7652 1.0879 0.0610
C 1.8465 1.0648 -0.5704
O -0.5703 1.1762 0.1645
C -1.1875 -0.0049 0.1582
O -2.4471 0.2428 0.2722
H -2.9646 -0.5456 0.0585
O 2.0966 -1.2789 -0.0434
Cu 0.3640 -1.7754 -0.6799
```

Properties
Molecular weight = 164.6 g mol⁻¹
Maximum force = 3.329 eV/A
E = -2055.9464 Ha
Energy relative to the best compared isomer or geometry (same formula, charge and spin) = 858.0 kJ/mol
2S+1 = 1
E_HOMO = -8.4 eV
LUMO level = -1.12 eV

=====

Record 4
Entry from OMol25: a 2-piece molecular cluster, C4H11NOS overall at a distorted geometry (ωB97M-V/def2-TZVPD).

Structure (XYZ):
```
18
C4H11NOS | OMol25 | ωB97M-V/def2-TZVPD
C 1.8995 1.3474 -1.2253
C 0.8699 0.9659 -0.1973
C 0.1587 -0.3186 -0.5503
N -0.9433 -0.6641 0.4271
C -2.3704 -0.3716 0.1492
H 2.8178 0.6431 -1.1855
H 1.5503 1.4465 -2.3059
H 2.2349 2.2990 -0.7977
H 0.1150 1.8107 -0.0783
H 1.3156 0.7801 0.7685
H -0.1581 -0.4565 -1.6039
H 0.8245 -1.1156 -0.3358
H -0.7401 -0.4815 1.4308
H -2.6404 0.6253 -0.1227
H -2.8758 -0.9229 -0.5541
H -2.7474 -0.5563 1.1392
O 0.0528 -1.9646 2.9548
S 0.6365 -3.0663 2.0873
```

Properties
Molecular weight = 121.2 g mol⁻¹
Maximum force = 3.483 eV/A
E = -687.0655 Ha
Structure (SMILES) = CCCNC.O=S
Energy relative to the best compared isomer or geometry (same formula, charge and spin) = 377.8 kJ/mol
2S+1 = 1
E_HOMO (alpha / beta) = -8.2 / -8.2 eV
LUMO level (alpha / beta) = -1.64 / -1.68 eV

=====

Record 5
Entry from OMol25: C27H28FNSSb2Se4SiTc as an isolated structure (ωB97M-V/def2-TZVPD).

Structure (XYZ):
```
66
C27H28FNSSb2Se4SiTc | OMol25 | ωB97M-V/def2-TZVPD
Tc 0.6703 -0.5345 -2.1944
C 4.2027 -0.1550 0.4250
Si 3.9777 -0.7590 -1.3151
C 3.7074 -2.5846 -1.3815
C 5.1954 -0.1582 -2.5642
N 2.3515 0.0699 -1.8899
C 2.3624 1.4324 -2.3146
C 3.0740 2.4561 -1.6826
C 3.0499 3.7313 -2.2137
C 2.3188 4.0166 -3.3675
C 1.5798 3.0278 -4.0040
C 1.6302 1.7783 -3.4513
F 0.8870 0.7408 -4.0213
H 4.8616 -0.8593 0.9405
H 3.2566 -0.1334 0.9705
H 4.6734 0.8251 0.4919
H 4.6806 -3.0466 -1.1874
H 3.3749 -2.9373 -2.3581
H 3.0216 -2.9416 -0.6127
H 6.1583 -0.6327 -2.3552
H 5.3505 0.9204 -2.5335
H 4.9099 -0.4430 -3.5787
H 3.6411 2.2423 -0.7886
H 3.6138 4.5175 -1.7312
H 2.3256 5.0173 -3.7772
H 1.0017 3.2163 -4.8984
S -1.1145 0.7822 -1.6586
Sb -1.6921 0.3431 0.6028
C -3.0701 -1.2659 0.5251
C -4.3979 -0.9620 0.1103
C -5.3896 -1.9175 0.0651
C -5.0926 -3.2247 0.4534
C -3.7462 -3.5838 0.7998
C -2.7533 -2.5432 0.8762
C -2.7985 1.9757 1.2511
C -3.0985 3.0133 0.3723
C -3.8772 4.0689 0.8245
C -4.3413 4.0795 2.1331
C -4.0343 3.0405 3.0040
C -3.2598 1.9769 2.5682
C -0.0941 -0.0507 1.8813
C 0.2880 1.0027 2.7107
C 1.3008 0.8008 3.6385
C 1.9143 -0.4399 3.7387
C 1.5316 -1.4854 2.9047
C 0.5292 -1.2954 1.9667
H -4.6530 0.0592 -0.1558
H -6.3960 -1.6558 -0.2300
H -5.8686 -3.9775 0.5158
H -3.5689 -4.4785 1.3936
H -1.7734 -2.8345 1.2338
H -2.7322 3.0135 -0.6473
H -4.1194 4.8832 0.1554
H -4.9467 4.9062 2.4798
H -4.3964 3.0603 4.0229
H -3.0188 1.1724 3.2549
H -0.2007 1.9687 2.6535
H 1.5988 1.6105 4.2908
H 2.6921 -0.5966 4.4743
H 2.0114 -2.4514 2.9917
H 0.2512 -2.1166 1.3177
Se -0.8560 -5.7947 1.3584
Sb -1.7108 -6.0383 -0.7840
Se 0.1451 -2.5599 -1.6343
Se -1.4794 -6.9417 -2.8828
Se -3.6587 -4.3507 -1.1828
```

Properties
Molecular weight = 1103.0 g mol⁻¹
Maximum force = 0.110 eV/A
E = -12053.9753 Ha
2S+1 = 1
E_HOMO = -16.3 eV
Total charge = +3
LUMO level = -10.28 eV

=====

Record 6
Entry from OMol25: a 2-piece molecular cluster, C3H12N3 overall (ωB97M-V/def2-TZVPD).

Structure (XYZ):
```
18
C3H12N3 | OMol25 | ωB97M-V/def2-TZVPD
C -0.9244 0.6094 -2.7027
C -0.6413 0.9202 -1.2530
N -0.5604 -0.2867 -0.3630
H -0.7786 1.5201 -3.2841
H -0.1935 -0.0646 -3.1633
H -1.9315 0.2375 -2.8743
H 0.2969 1.4497 -1.1169
H -1.4518 1.5422 -0.8772
H -1.2891 -0.9877 -0.5223
H -0.7037 -0.1181 0.6518
H 0.3677 -0.7091 -0.4111
N 0.0789 -0.3835 2.5736
C 1.3043 -0.8602 2.0800
N 2.0804 -0.0878 1.4483
H -0.2626 -0.9379 3.3434
H 0.1372 0.5948 2.8284
H 1.4886 -1.9043 2.3329
H 2.9829 -0.5342 1.3096
```

Properties
Molecular weight = 90.1 g mol⁻¹
Maximum force = 0.899 eV/A
E = -285.5307 Ha
Energy relative to the best compared isomer or geometry (same formula, charge and spin) = 91.1 kJ/mol
2S+1 = 1
E_HOMO = -13.9 eV
Total charge = +1
LUMO level = -3.08 eV

=====

- Which value of E does entry 4 give?
  -687.0655 Ha